No. 1
Molecular formula: C23H31N2O6PS2W
Method: DFT, wB97M-V/def2-TZVPD

## Properties
- spin multiplicity = 1
- Kohn-Sham gap (eV) = 7.622
- total charge = 0

CARTESIAN COORDINATES (ANGSTROEM)
1 W -0.58044 -0.43891 -1.01988
2 C 3.72181 2.78797 3.53465
3 C 3.68038 1.39837 2.88316
4 C 4.99759 0.66127 3.16120
5 C 2.53841 0.60330 3.51546
6 C 3.49728 1.55998 1.37504
7 C 4.46870 2.26559 0.63518
8 C 4.36394 2.45314 -0.72292
9 C 3.24768 1.92583 -1.37022
10 S 2.84512 1.97686 -3.05779
11 C 1.41934 1.09183 -2.72866
12 N 1.23344 0.78590 -1.47487
13 C 2.27047 1.23736 -0.65729
14 C 2.40010 1.04311 0.71755
15 C 0.42433 0.65966 -3.70301
16 C 0.49866 0.96496 -5.05703
17 C -0.49348 0.50776 -5.90538
18 C -1.53790 -0.24461 -5.37968
19 C -1.59928 -0.54013 -4.02429
20 C -0.61490 -0.09372 -3.15122
21 H 3.84712 2.68974 4.61514
22 H 2.79542 3.33252 3.34404
23 H 4.54953 3.38831 3.15490
24 H 5.13985 0.54542 4.23780
25 H 5.85756 1.20440 2.76754
26 H 4.98944 -0.33155 2.70750
27 H 2.71314 0.51808 4.58937
28 H 2.47477 -0.40691 3.10574
29 H 1.57471 1.09554 3.37100
30 H 5.33085 2.67718 1.14377
31 H 5.12519 2.99312 -1.26984
32 H 1.63241 0.50055 1.24035
33 H 1.32269 1.55559 -5.44061
34 H -0.45517 0.73406 -6.96206
35 H -2.31941 -0.60959 -6.03484
36 H -2.42547 -1.13583 -3.66103
37 C -5.22230 -2.28677 -1.02171
38 C -3.87492 -1.64634 -1.34945
39 P -2.72120 -1.43763 0.05353
40 C -3.70148 -0.57805 1.32160
41 C -2.99813 -0.41952 2.66843
42 C -2.52306 -3.13857 0.70034
43 C -1.26545 -3.41880 1.52161
44 H -5.79313 -2.43289 -1.93909
45 H -5.82186 -1.66068 -0.36218
46 H -5.10212 -3.26349 -0.55178
47 H -4.00874 -0.65554 -1.79109
48 H -3.33584 -2.25654 -2.07710
49 H -4.62608 -1.14936 1.43318
50 H -3.95227 0.40453 0.92260
51 H -2.78969 -1.38376 3.13208
52 H -3.63685 0.14276 3.34924
53 H -2.06517 0.13053 2.55893
54 H -2.54944 -3.80218 -0.16528
55 H -3.42284 -3.33218 1.29132
56 H -0.38033 -3.40552 0.89133
57 H -1.34283 -4.40274 1.98527
58 H -1.11488 -2.68690 2.31419
59 O -2.61040 2.18157 0.85297
60 S -1.46097 1.96605 0.03151
61 O -0.56350 0.83722 0.61108
62 O -1.83210 1.16171 -1.26517
63 O -0.68339 3.11066 -0.31852
64 O -0.78828 -2.35723 -1.57991
65 N 0.54854 -1.99161 -1.52634
66 O 0.70484 -1.58490 -0.17034

No. 2
Molecular formula: C3H5N3
Method: DFT, wB97M-V/def2-TZVPD

## Properties
- spin multiplicity = 1
- Kohn-Sham gap (eV) = 10.390
- total charge = 0
- SMILES = C/N=C(\N)C#N

CARTESIAN COORDINATES (ANGSTROEM)
1 C 1.62363 -0.28591 0.00821
2 N 0.41000 -0.64786 -0.68540
3 C -0.64089 -0.11406 -0.22071
4 N -0.83141 1.00094 0.59332
5 C -1.85605 -0.85009 -0.49771
6 N -2.80837 -1.45975 -0.71859
7 H 2.24319 -1.17765 -0.01645
8 H 2.19134 0.53724 -0.45055
9 H 1.33111 -0.13448 1.05325
10 H -0.02832 1.61273 0.68218
11 H -1.63423 1.51890 0.25245

No. 3
Molecular formula: FHNO3P
Method: DFT, wB97M-V/def2-TZVPD

## Properties
- spin multiplicity = 1
- Kohn-Sham gap (eV) = 7.228
- total charge = -2
- SMILES = O=P([O-])([O-])NF

CARTESIAN COORDINATES (ANGSTROEM)
1 N -0.77023 -0.52998 -0.42583
2 O 1.97294 -0.65996 -0.03276
3 O 0.61419 0.76077 1.60138
4 O 0.64855 1.41976 -0.92168
5 F -1.66514 -1.61802 0.22786
6 P 0.85595 0.37036 0.14947
7 H -1.65626 0.25706 -0.59844

No. 4
Molecular formula: C3H4GdO4
Method: DFT, wB97M-V/def2-TZVPD

## Properties
- spin multiplicity = 8
- ⟨S²⟩ = 15.79
- Kohn-Sham gap (alpha / beta) (eV) = 6.999 / 4.172
- total charge = +1

CARTESIAN COORDINATES (ANGSTROEM)
1 C -1.38958 1.58680 -1.07972
2 C -0.39618 1.08902 -1.86977
3 O 0.39712 -1.62382 0.05016
4 C 1.04064 -1.92561 1.06961
5 O 0.47832 -2.47529 2.13806
6 O 2.26819 -1.54704 1.30291
7 O -1.31955 1.76865 0.22836
8 Gd 2.14940 -1.92366 3.51929
9 H -2.42073 1.60127 -1.45164
10 H 0.59379 1.54667 -1.80405
11 H -0.63145 0.90748 -2.91910
12 H -0.76996 0.99555 0.81587

No. 5
Molecular formula: C6H8O6Rb
Method: DFT, wB97M-V/def2-TZVPD

## Properties
- spin multiplicity = 2
- ⟨S²⟩ = 0.76
- Kohn-Sham gap (alpha / beta) (eV) = 9.007 / 1.615
- total charge = +2

CARTESIAN COORDINATES (ANGSTROEM)
1 Rb -20.52315 -9.55039 12.24438
2 C -24.18154 -14.35743 10.90501
3 C -25.16500 -13.64477 11.89910
4 O -24.44664 -12.38260 11.91057
5 C -23.20865 -12.53102 11.68626
6 O -22.40604 -11.67625 11.77474
7 O -22.93463 -13.83717 11.43301
8 H -24.24976 -14.12809 9.84160
9 H -24.19578 -15.43329 11.07942
10 H -25.22206 -14.07895 12.89726
11 H -26.14934 -13.62859 11.43122
12 C -15.55185 -7.00162 12.86370
13 C -16.64463 -6.37881 12.03965
14 O -17.21323 -7.59239 11.53424
15 C -16.91589 -8.64831 12.30041
16 O -17.53843 -9.66224 12.45491
17 O -15.89452 -8.29425 13.06074
18 H -15.60692 -6.36411 13.74611
19 H -14.55674 -6.96685 12.42026
20 H -16.06263 -5.91528 11.24308
21 H -17.37908 -5.74485 12.53641

No. 6
Molecular formula: C6H17NO4
Method: DFT, wB97M-V/def2-TZVPD

## Properties
- spin multiplicity = 2
- ⟨S²⟩ = 0.77
- Kohn-Sham gap (alpha / beta) (eV) = 8.541 / 5.721
- total charge = +1

CARTESIAN COORDINATES (ANGSTROEM)
1 C -2.05662 -0.23834 1.62536
2 O -2.78428 -0.93997 0.60765
3 C -1.00805 0.66589 0.97265
4 C -0.06770 -0.08414 -0.02905
5 C 0.89766 -0.96882 0.67367
6 C 0.74147 -2.08979 1.45408
7 C 3.18879 -0.52251 1.25560
8 N 2.20081 -0.54440 0.46197
9 H -2.90653 0.32961 1.99540
10 H -1.57848 -0.88334 2.36152
11 H -2.36378 -1.72803 0.25272
12 H -0.36747 1.11562 1.72843
13 H -1.45730 1.43623 0.38447
14 H -0.70238 -0.66264 -0.69738
15 H 0.43777 0.61222 -0.68571
16 H -0.23690 -2.35141 1.83498
17 H 1.57539 -2.71711 1.73391
18 H 4.13935 -0.19213 0.84819
19 H 3.06385 -0.71448 2.31776
20 H -1.25362 2.94909 -0.26206
21 H -0.14839 4.09443 -0.43661
22 O -0.34301 3.15626 -0.47171
23 H 0.76085 -1.10139 -3.78630
24 H 1.41054 -0.81418 -2.47966
25 O 1.41621 -0.51383 -3.39350
26 H -0.72719 1.27282 -2.09368
27 H -0.70425 0.82753 -3.50627
28 O -1.12672 0.60681 -2.66642

Calculated ΔE to the lowest compared entry with this formula, charge and spin (eV), listed in the same order as above: 0.226, 1.292, 0.504, 3.958, 0.480, 2.519